(1)
This record from the OMol25 dataset describes a structure of composition C7H8ClN2O2. The level of theory is ωB97M-V/def2-TZVPD.

For the highest occupied orbital energy, the calculation gives -4.32 eV. Its HOMO-LUMO gap is 7.28 eV. The total charge is -1. As for the LUMO energy: 2.96 eV. Its largest force on an atom is 4.8 eV/Å.

Each line ends with the Löwdin charge.
Element x y z (Å)
1 C 0.59 1.76 0.98  0.014
2 C -4.10 0.32 0.19  -0.752
3 O -3.51 1.32 0.22  0.084
4 H 2.16 2.88 0.07  0.105
5 H 0.11 0.85 1.33  0.038
6 O -4.95 -0.44 0.36  0.073
7 C 0.44 -1.15 -0.19  -0.053
8 H 3.52 1.70 -0.54  0.040
9 C 2.80 1.02 -0.34  -0.112
10 C 1.64 -1.22 -0.70  -0.098
11 H 3.50 -0.73 -1.28  0.065
12 N -1.08 -2.29 1.23  -0.028
13 C 2.73 -0.27 -0.76  -0.095
14 Cl -3.08 -0.83 -1.65  -0.012
15 H -1.59 -1.44 -0.50  -0.034
16 N -0.70 -1.57 0.13  -0.158
17 H -2.09 -2.31 1.09  -0.023
18 C 1.78 1.82 0.36  -0.187
19 H 1.81 -2.09 -1.24  0.075
20 H 0.01 2.66 1.24  0.058


(2)
This record from the OMol25 dataset describes a structure of composition C46H82O62S13. The level of theory is ωB97M-V/def2-TZVPD.

For the highest occupied orbital energy, the calculation gives -10.17 eV. Its HOMO-LUMO gap is 9.78 eV. The total charge is 0. As for the LUMO energy: -0.39 eV. Its largest force on an atom is 6.1 eV/Å.

Each line ends with the Löwdin charge.
Element x y z (Å)
1 H -1.09 -3.48 2.45  0.135
2 H -8.25 4.74 2.60  0.137
3 H 1.32 6.63 5.86  0.105
4 H -2.88 -0.28 4.01  0.121
5 O 6.50 4.40 5.17  -0.224
6 H 6.34 7.11 4.78  0.133
7 H -0.19 2.66 5.81  0.121
8 O 2.17 4.30 4.90  0.067
9 C 6.59 0.92 6.71  -0.066
10 C -0.73 9.58 0.21  -0.071
11 C -6.17 4.86 1.85  -0.140
12 C -1.29 4.39 5.34  -0.139
13 H -4.54 2.96 9.70  0.127
14 H 4.79 -1.87 3.87  0.113
15 H -2.50 9.13 5.54  0.096
16 O -5.44 2.36 3.72  -0.249
17 C -5.27 8.01 4.15  -0.057
18 O 4.55 7.54 -0.35  -0.238
19 C -8.59 1.50 9.38  -0.136
20 H 2.72 8.49 6.76  0.126
21 H 3.37 4.50 9.25  0.113
22 H 3.47 6.55 8.19  0.116
23 O -6.28 3.47 7.31  -0.249
24 C -1.92 12.61 6.43  -0.209
25 H -0.83 -0.60 3.04  0.105
26 C 2.13 8.72 5.87  -0.175
27 C 0.95 4.01 4.75  -0.431
28 H 6.49 5.27 3.30  0.133
29 O 5.40 6.20 6.38  -0.217
30 C -3.47 6.85 10.25  -0.129
31 H 5.14 1.51 9.31  0.118
32 H -0.49 -1.96 4.07  0.121
33 H 1.82 2.64 7.86  0.104
34 C -3.76 8.06 4.25  -0.137
35 H -2.92 13.03 6.27  0.148
36 O -8.55 2.75 6.40  -0.240
37 O 2.99 9.14 4.87  -0.184
38 H -1.15 10.32 -0.48  0.122
39 O 5.39 -1.06 6.12  0.080
40 C -7.27 5.10 2.90  -0.202
41 O -1.90 3.37 9.97  -0.236
42 O -1.12 1.80 11.77  -0.238
43 O -6.53 8.42 8.81  -0.230
44 O -1.18 9.32 7.85  -0.257
45 O -6.88 -2.10 7.19  -0.203
46 C 4.30 -1.34 3.05  -0.165
47 O -8.49 3.74 8.73  -0.196
48 O -2.04 11.72 7.50  -0.165
49 O -1.49 3.24 0.40  -0.237
50 C 7.05 1.12 8.14  -0.154
51 C 2.90 6.56 9.12  -0.149
52 H 7.40 2.12 8.41  0.109
53 O -4.71 4.24 5.17  -0.246
54 O -6.94 4.47 4.12  -0.179
55 H -5.73 7.09 4.50  0.107
56 C -1.26 -1.52 3.44  -0.165
57 H 1.57 9.61 6.14  0.101
58 O 3.13 8.75 2.28  -0.224
59 S -0.80 10.68 7.40  0.724
60 C 1.71 1.55 7.88  -0.151
61 H -0.77 10.22 1.09  0.116
62 H -1.37 5.43 5.66  0.102
63 S -2.34 2.49 11.31  0.776
64 O 4.70 5.04 -0.58  -0.204
65 O -3.44 -2.25 3.78  0.058
66 O 4.41 5.87 1.55  -0.227
67 H -5.77 7.98 3.18  0.117
68 H -3.39 7.76 6.40  0.118
69 O -3.27 1.52 10.31  -0.180
70 O -6.31 -0.97 9.44  -0.261
71 H 4.97 4.50 3.88  0.107
72 H -7.89 -0.38 7.19  0.104
73 O 0.81 0.59 5.93  -0.228
74 O 1.24 10.01 3.14  -0.250
75 O 1.45 9.51 -0.88  0.128
76 H -1.21 13.40 6.68  0.140
77 H -2.32 -1.49 5.29  0.118
78 H -2.97 6.07 9.69  0.114
79 S 2.22 8.96 3.41  0.743
80 O 1.40 7.59 3.91  -0.197
81 H 7.43 0.55 6.12  0.138
82 O -6.60 9.79 5.26  0.115
83 H 2.75 4.80 -0.96  0.132
84 H -7.37 6.17 3.02  0.114
85 H -2.76 7.48 10.78  0.137
86 O 7.00 4.80 7.70  -0.258
87 O 1.67 7.20 8.86  -0.201
88 H -8.18 3.38 10.69  0.129
89 C 5.48 6.47 4.96  -0.127
90 H -1.55 -2.20 1.34  0.127
91 S -0.12 -0.01 7.15  0.720
92 S 0.41 6.16 8.97  0.737
93 H 2.56 4.95 1.91  0.130
94 C 5.89 0.77 9.05  -0.138
95 H -2.42 11.46 4.72  0.128
96 H 2.59 1.62 5.84  0.109
97 O 0.43 1.09 8.27  -0.184
98 S -7.62 2.90 7.51  0.756
99 H 2.43 1.23 8.64  0.128
100 S -1.11 1.96 0.96  0.749
101 C 1.24 7.57 5.31  -0.162
102 C -3.85 2.21 9.32  -0.224
103 H -2.23 3.96 5.68  0.108
104 S 5.94 4.65 6.69  0.709
105 O -3.62 -3.79 2.18  0.096
106 H 2.72 0.05 6.54  0.120
107 O -1.56 0.16 6.88  -0.251
108 H 2.15 -1.17 2.41  0.134
109 C -1.53 11.83 5.24  -0.141
110 C -5.89 -0.26 6.11  -0.199
111 H -4.42 1.66 8.57  0.128
112 H 2.50 4.98 10.72  0.138
113 H 2.32 -0.70 4.14  0.113
114 H -6.01 0.80 5.89  0.108
115 O 0.32 -1.33 7.54  -0.221
116 O -0.67 10.79 5.77  -0.227
117 H -3.81 0.03 1.61  0.126
118 H -1.28 6.39 -0.53  0.120
119 C 0.51 8.96 -0.36  -0.471
120 O -4.54 9.36 5.95  0.023
121 O 5.31 -0.27 8.27  0.040
122 O -4.12 7.80 9.38  -0.229
123 H -3.21 1.31 -0.99  0.124
124 C -1.71 8.40 0.28  -0.135
125 C -0.08 3.74 5.79  -0.104
126 H 2.53 6.37 0.90  0.102
127 C 3.44 4.66 -0.13  -0.164
128 O 5.07 -0.30 2.57  -0.197
129 C -0.83 7.13 0.13  -0.124
130 H 6.31 0.44 9.99  0.127
131 O -3.13 3.36 12.17  -0.246
132 H 4.34 -2.07 2.24  0.124
133 C -4.67 6.39 11.06  -0.147
134 H -4.27 1.68 1.10  0.119
135 H -9.49 1.15 8.88  0.128
136 S -5.69 -1.68 8.30  0.811
137 H -1.37 5.41 3.42  0.123
138 C 2.07 0.92 6.49  -0.165
139 O -1.52 0.74 -0.12  -0.204
140 H -2.82 3.82 8.21  0.125
141 O 4.43 1.51 4.27  -0.260
142 H -0.56 6.66 1.08  0.113
143 S 4.33 1.18 2.83  0.801
144 H -1.65 3.64 3.31  0.109
145 O 2.87 0.45 2.54  -0.224
146 H -7.80 -1.23 5.60  0.139
147 O 0.37 11.26 8.12  -0.260
148 O -7.50 1.53 8.42  -0.257
149 H -9.79 3.06 10.21  0.128
150 C -2.98 -2.95 2.78  -0.530
151 O 0.45 7.61 -0.30  0.008
152 C 5.66 -0.23 6.99  -0.474
153 S 5.23 6.37 0.24  0.749
154 H 0.33 4.06 6.74  0.106
155 C -8.76 2.97 9.86  -0.185
156 S -5.54 7.33 8.77  0.710
157 C -1.60 -2.52 2.38  -0.067
158 H -3.31 8.76 3.54  0.107
159 O 4.75 2.19 1.83  -0.242
160 H -3.12 -0.41 -0.54  0.137
161 O -5.73 6.30 10.08  -0.233
162 H -2.32 8.34 1.18  0.090
163 O -4.98 4.68 2.66  -0.209
164 O -2.32 1.40 1.96  -0.230
165 C -1.08 4.43 3.82  -0.123
166 O -0.27 6.41 10.27  -0.246
167 H -6.34 3.97 1.25  0.120
168 C 5.79 5.17 4.13  -0.087
169 H -3.36 7.07 4.05  0.101
170 H -6.08 5.65 1.10  0.137
171 O 6.69 6.43 0.48  -0.250
172 C -5.59 9.15 5.12  -0.453
173 H -2.47 8.52 -0.50  0.108
174 H 7.85 0.38 8.23  0.126
175 H 3.35 7.05 9.99  0.143
176 H 5.98 1.73 6.30  0.088
177 H 3.60 3.59 0.02  0.110
178 O -0.44 6.10 7.75  -0.264
179 O 4.81 3.83 7.14  -0.280
180 O -5.10 -0.55 7.18  -0.219
181 C -2.88 0.61 -0.22  -0.199
182 H -8.38 0.73 10.12  0.130
183 C 2.81 -0.76 3.17  -0.163
184 H -0.95 12.39 4.50  0.143
185 O 0.23 1.79 1.56  -0.232
186 H 4.58 6.97 4.61  0.114
187 O 0.29 4.21 3.64  0.042
188 H -1.83 2.35 8.27  0.099
189 C -2.48 -1.27 4.24  -0.131
190 C -3.44 0.97 1.20  -0.152
191 C -7.26 -0.93 6.49  -0.162
192 H -5.12 7.12 11.73  0.132
193 H -4.47 5.46 11.60  0.114
194 C -3.42 8.56 5.66  -0.155
195 C 2.59 5.15 9.64  -0.127
196 S -5.38 3.81 3.96  0.709
197 C -2.60 2.92 8.79  -0.139
198 H -5.33 -0.66 5.27  0.123
199 O -5.26 6.57 7.58  -0.243
200 H 0.17 7.75 5.44  0.117
201 C 3.13 5.49 1.16  -0.177
202 O -4.70 -2.75 8.56  -0.232
203 O 1.30 4.81 9.06  -0.216